1.
{"formula": "C28H24N2P2PdS3", "method": "ωB97M-V/def2-TZVPD", "total_energy_ha": -3196.0872, "charge": -2, "de_lowest_ev": 0.000, "gap_ev": 4.2505, "symbols": ["Pd", "S", "P", "C", "P", "S", "C", "C", "C", "C", "C", "C", "C", "C", "C", "C", "C", "C", "C", "C", "C", "C", "C", "C", "C", "C", "C", "C", "C", "C", "H", "H", "H", "H", "H", "H", "H", "H", "H", "H", "H", "H", "H", "H", "H", "H", "H", "H", "H", "H", "S", "N", "C", "C", "N", "C", "H", "H", "H", "H"], "coordinates": [[0.259, -0.811, 0.171], [-1.510, 3.276, -0.127], [-1.053, 2.155, -1.697], [-0.284, 0.648, -1.386], [0.168, -0.401, -2.680], [0.982, -2.009, -1.784], [1.470, 0.182, -3.853], [1.296, 0.554, -5.185], [2.360, 1.033, -5.936], [3.624, 1.143, -5.380], [3.816, 0.761, -4.055], [2.755, 0.291, -3.306], [-1.108, -1.056, -3.847], [-1.768, -0.214, -4.744], [-2.768, -0.690, -5.575], [-3.135, -2.028, -5.529], [-2.496, -2.874, -4.632], [-1.500, -2.393, -3.796], [-2.656, 1.946, -2.588], [-3.519, 1.046, -1.957], [-4.776, 0.782, -2.469], [-5.201, 1.418, -3.631], [-4.347, 2.298, -4.276], [-3.082, 2.557, -3.765], [-0.101, 3.343, -2.743], [1.279, 3.193, -2.792], [2.077, 4.125, -3.441], [1.498, 5.239, -4.030], [0.124, 5.427, -3.940], [-0.670, 4.494, -3.291], [0.324, 0.464, -5.647], [2.198, 1.321, -6.970], [4.450, 1.524, -5.970], [4.803, 0.828, -3.611], [2.898, -0.001, -2.272], [-1.501, 0.830, -4.782], [-3.273, -0.010, -6.252], [-3.917, -2.403, -6.179], [-2.781, -3.919, -4.580], [-1.017, -3.047, -3.081], [-3.163, 0.544, -1.064], [-5.426, 0.072, -1.972], [-6.190, 1.224, -4.033], [-4.661, 2.777, -5.198], [-2.421, 3.227, -4.300], [1.715, 2.345, -2.285], [3.150, 3.978, -3.484], [2.113, 5.972, -4.542], [-0.330, 6.317, -4.364], [-1.730, 4.673, -3.170], [0.746, -2.556, 1.635], [0.301, 0.668, 4.042], [-0.966, 1.161, 3.797], [-1.171, 0.996, 2.462], [-0.064, 0.415, 1.901], [0.793, 0.202, 2.872], [0.753, 0.602, 4.932], [-1.582, 1.577, 4.575], [-2.014, 1.280, 1.860], [1.732, -0.311, 2.767]]}

---

2.
{"formula": "C20H29ClO2", "method": "ωB97M-V/def2-TZVPD", "total_energy_ha": -1389.5745, "smiles": "CCCCCCCC[C@@H]1[C@H](Cl)CO[C@H]1CC(=O)c1ccccc1", "gap_ev": 8.2575, "symbols": ["C", "C", "C", "C", "C", "C", "C", "C", "C", "C", "Cl", "C", "O", "C", "C", "C", "O", "C", "C", "C", "C", "C", "C", "H", "H", "H", "H", "H", "H", "H", "H", "H", "H", "H", "H", "H", "H", "H", "H", "H", "H", "H", "H", "H", "H", "H", "H", "H", "H", "H", "H", "H"], "coordinates": [[-4.962, -2.028, -1.803], [-4.643, -2.209, -0.205], [-3.019, -2.156, 0.130], [-2.887, -1.765, 1.744], [-1.374, -1.122, 1.956], [-0.628, -1.603, 3.334], [0.768, -0.744, 3.668], [1.786, -0.692, 2.386], [2.341, 0.795, 1.987], [1.440, 2.132, 2.276], [-0.136, 2.427, 1.349], [2.465, 3.220, 1.525], [2.906, 2.454, 0.312], [2.496, 1.026, 0.339], [3.671, 0.206, -0.458], [3.435, 0.053, -2.075], [4.337, -0.642, -2.805], [2.188, 0.729, -2.931], [1.222, -0.162, -3.956], [-0.030, 0.487, -4.821], [-0.409, 2.086, -4.689], [0.546, 3.000, -3.704], [1.827, 2.352, -2.846], [-4.026, -1.606, -2.370], [-5.290, -3.104, -2.200], [-5.910, -1.346, -1.909], [-5.095, -3.188, 0.262], [-5.144, -1.296, 0.359], [-2.561, -3.221, -0.031], [-2.497, -1.356, -0.575], [-3.128, -2.663, 2.454], [-3.664, -0.877, 1.921], [-1.517, 0.037, 2.015], [-0.766, -1.430, 0.976], [-1.378, -1.343, 4.224], [-0.429, -2.779, 3.383], [0.517, 0.291, 4.153], [1.302, -1.381, 4.525], [1.361, -1.244, 1.416], [2.745, -1.334, 2.692], [3.401, 0.949, 2.483], [1.225, 2.349, 3.427], [3.345, 3.503, 2.261], [1.897, 4.126, 1.029], [1.506, 0.725, -0.223], [3.903, -0.858, 0.029], [4.678, 0.829, -0.320], [1.403, -1.329, -4.125], [-0.714, -0.156, -5.555], [-1.305, 2.614, -5.262], [0.342, 4.162, -3.573], [2.458, 3.083, -2.183]]}

---

Number 1: E_HOMO 0.0093 hartree. Number 2: E_HOMO -0.3179 hartree.